1.
This record from the Open Molecules 2025 dataset describes a cluster of 4 separate species, C15H23BrN2O10 in total. The level of theory is ωB97M-V/def2-TZVPD.

```
! wB97M-V def2-TZVPD RIJCOSX def2/J DEFGRID3
* xyz 0 1
N -5.7741 -1.0095 -7.8385
C -5.8843 -0.2391 -7.0204
C -6.1201 0.8337 -5.9594
C -5.2450 0.6033 -4.6780
C -5.4548 1.7189 -3.6563
N -5.7286 2.5377 -2.9244
C -5.3772 -0.8117 -4.0088
C -6.8345 -1.2816 -3.7060
O -7.1438 -1.4191 -2.5806
Br -8.1844 -1.7129 -5.0569
H -7.2104 0.8860 -5.7457
H -5.7717 1.7952 -6.4152
H -4.1788 0.6898 -5.0139
H -4.8427 -0.7486 -3.0281
H -4.8397 -1.6184 -4.5716
C 0.2464 -1.5796 -5.1457
O -0.7380 -0.9519 -4.3222
C -0.3383 -0.7225 -3.0660
O 0.7399 -0.9949 -2.6043
O -1.3450 -0.1381 -2.4114
C -1.0583 0.1683 -1.0440
H -0.1900 -1.7133 -6.1336
H 1.1302 -0.9480 -5.2381
H 0.5136 -2.5587 -4.7476
H -0.2270 0.8702 -0.9732
H -0.8428 -0.7412 -0.4825
H -1.9449 0.6363 -0.6207
C 2.8535 -1.3808 -0.8071
O 2.3303 -1.7619 0.4681
C 2.8058 -1.0485 1.4933
O 3.6051 -0.1506 1.4212
O 2.2375 -1.5059 2.6153
C 2.6561 -0.8302 3.8020
H 2.4000 -2.0221 -1.5536
H 2.5952 -0.3487 -1.0354
H 3.9352 -1.5236 -0.8370
H 2.3908 0.2264 3.7583
H 3.7283 -0.9505 3.9562
H 2.1330 -1.2836 4.6417
C 4.6445 0.3336 9.4070
O 5.0461 1.6107 8.9127
C 4.9147 1.7531 7.5896
O 4.5013 0.9190 6.8259
O 5.3223 2.9832 7.2626
C 5.2368 3.2769 5.8679
H 4.7958 0.3374 10.4847
H 3.5879 0.1572 9.2044
H 5.2563 -0.4573 8.9723
H 4.2037 3.2175 5.5245
H 5.8718 2.6029 5.2926
H 5.5922 4.2956 5.7255
*
```

Computed properties:
HOMO energy   -0.3947 Ha
Gap between HOMO and LUMO   10.9 eV
SMILES   N#CC[C@@H](C#N)CC(=O)Br.COC(=O)OC.COC(=O)OC.COC(=O)OC



2.
This record from the Open Molecules 2025 dataset describes a structure of composition C15H23ClNOS. The level of theory is ωB97M-V/def2-TZVPD.

```
! wB97M-V def2-TZVPD RIJCOSX def2/J DEFGRID3
* xyz 1 1
C -3.3635 -1.7645 2.4866
H -3.3347 -2.8560 2.3575
H -2.8804 -1.3804 3.3503
C -2.4248 -1.3170 1.2736
O -2.9719 -1.8938 -0.0867
C -2.2412 -1.4362 -0.9736
C -2.9029 -2.0316 -2.1286
H -2.9232 -2.9617 -2.3307
H -2.2517 -1.6420 -3.2526
H -3.7697 -1.5383 -2.4418
C -2.1317 0.3841 -1.0721
N -1.6199 0.7979 0.0789
C -2.3430 0.0701 1.1941
H -1.9112 0.6759 2.2867
H -3.3697 0.6733 1.0615
C -1.3776 2.1399 0.2999
C -0.0866 2.4494 -0.6316
C 1.1834 2.0375 -0.1042
H 2.1414 2.6970 -0.7690
H 1.2945 2.2984 1.0056
S 1.3530 0.2824 -0.6326
C 3.0064 0.0732 -0.0948
C 3.8121 0.7095 0.8343
C 5.0971 0.3651 1.1261
C 5.7923 -0.4219 -0.1281
C 5.1728 -1.1998 -0.9138
C 3.7624 -1.1180 -1.0907
H 3.2310 -1.2478 -1.9122
H 5.5062 -1.9635 -1.4391
Cl 7.4993 -0.9774 0.4107
H 5.7238 0.9075 1.6925
H 3.3009 1.2672 1.3166
H -0.2312 2.3597 -1.7046
H -0.1165 3.5752 -0.6785
H -2.2564 2.5805 -0.1784
H -1.0933 2.6903 1.2435
H -0.5457 0.2722 0.1113
H -1.4216 0.4863 -1.6489
H -3.0830 0.6612 -1.2215
H -1.2876 -1.6373 -0.7962
H -1.3909 -1.7878 1.6073
H -4.5466 -1.2788 2.4934
*
```

Computed properties:
Energy relative to the best compared isomer or geometry (same formula, charge and spin)   301.8 kJ/mol
HOMO energy   -0.4003 Ha
Gap between HOMO and LUMO   7.6 eV



3.
This record from the Open Molecules 2025 dataset describes a structure of composition C15H23F2InN3O2. The level of theory is ωB97M-V/def2-TZVPD.

```
! wB97M-V def2-TZVPD RIJCOSX def2/J DEFGRID3
* xyz -1 1
C -2.4204 -2.2670 0.6648
C -2.7398 -1.3116 -0.4680
C -2.0981 -1.7201 -1.7844
C -0.6485 -1.2316 -2.0322
C -0.6638 -0.1223 -3.0820
In 0.4813 -0.4031 -0.2920
N 1.3564 -2.0837 0.9104
C 2.7241 -2.1868 0.7570
O 3.5812 -1.3450 0.8824
F 3.1027 -3.4252 0.3649
C 1.0648 -2.0436 2.2653
O 1.1113 -2.9764 3.0427
F 0.6380 -0.8520 2.7181
H -2.7549 -3.2623 0.4068
H -1.3557 -2.3436 0.8511
H -2.9081 -1.9440 1.5753
H -3.8218 -1.3524 -0.5960
H -2.5011 -0.2859 -0.2216
H -2.1257 -2.7981 -1.8905
H -2.7192 -1.3114 -2.5834
H -0.0755 -2.0701 -2.4114
H -1.2677 0.6974 -2.6975
H -1.1027 -0.4508 -4.0197
H 0.3337 0.2744 -3.2265
H -0.4085 0.7210 0.7352
H 1.8941 0.4617 -0.9626
N -4.7099 1.3688 -1.7136
C -4.1794 2.6265 -1.7483
C -5.0436 3.4650 -1.0956
C -6.1379 2.6772 -0.6463
C -5.8993 1.3877 -1.0418
H -4.2843 0.5515 -2.1121
H -3.2347 2.8153 -2.2278
H -4.9040 4.5228 -0.9511
H -6.9970 3.0168 -0.0927
H -6.4700 0.4864 -0.9006
N 5.7057 0.5697 1.9922
C 5.5008 1.8408 2.4386
C 6.7164 2.3653 2.7984
C 7.6938 1.3631 2.5551
C 7.0340 0.2683 2.0570
H 4.9847 -0.0526 1.6650
H 4.5117 2.2639 2.4601
H 6.8849 3.3547 3.1897
H 8.7553 1.4366 2.7243
H 7.3968 -0.6950 1.7434
*
```

Computed properties:
HOMO energy   -0.1980 Ha
Gap between HOMO and LUMO   8.2 eV



4.
This record from the Open Molecules 2025 dataset describes a cluster of 3 separate species, C15H23F2N3OP2 in total. The level of theory is ωB97M-V/def2-TZVPD.

```
! wB97M-V def2-TZVPD RIJCOSX def2/J DEFGRID3
* xyz 0 1
N 2.6810 3.9701 -2.2481
P 1.2402 3.5156 -1.8020
P 1.1185 1.6289 -0.7017
N 2.7061 1.7374 -0.0748
C 1.2465 0.3839 -2.0687
C 1.7808 0.8180 -3.4352
O 0.7165 1.2822 -4.2780
C 2.5118 -0.3039 -4.1581
N 3.1329 0.0850 -5.4137
H 2.7516 4.1137 -3.2469
H 0.2596 3.3929 -2.7958
H 0.6439 4.3697 -0.8613
H 2.9763 0.8302 0.2815
H 3.3906 2.0557 -0.7586
H 1.9031 -0.3945 -1.6675
H 0.2712 -0.0980 -2.1950
H 2.4584 1.6681 -3.3267
H -0.1187 0.9972 -3.9177
H 1.7772 -1.0945 -4.3511
H 3.2702 -0.7278 -3.4998
H 2.5913 0.8055 -5.8703
H 4.0648 0.4397 -5.2617
F -2.0930 1.1159 0.1920
C -2.1258 1.4713 1.4938
C -2.4877 2.7594 1.8269
C -2.5156 3.1090 3.1691
C -2.1802 2.1810 4.1447
C -1.8137 0.8938 3.7769
C -1.7855 0.5286 2.4396
H -2.7407 3.4669 1.0492
H -2.8005 4.1133 3.4521
H -2.2008 2.4620 5.1886
H -1.5436 0.1686 4.5327
H -1.5010 -0.4651 2.1274
F 0.0158 -2.1969 1.5093
C -0.7288 -3.2432 1.9347
C -1.9629 -3.4550 1.3566
C -2.7212 -4.5294 1.7973
C -2.2428 -5.3631 2.7976
C -0.9981 -5.1224 3.3617
C -0.2264 -4.0538 2.9307
H -2.3164 -2.7881 0.5817
H -3.6906 -4.7138 1.3549
H -2.8393 -6.1983 3.1374
H -0.6230 -5.7685 4.1436
H 0.7476 -3.8476 3.3528
*
```

Computed properties:
HOMO energy   -0.3068 Ha
Gap between HOMO and LUMO   9.0 eV
SMILES   N=[PH2]P(N)C[C@H](O)CN.Fc1ccccc1.Fc1ccccc1



5.
This record from the Open Molecules 2025 dataset describes a structure of composition C15H23F3NO2PSn. The level of theory is ωB97M-V/def2-TZVPD.

```
! wB97M-V def2-TZVPD RIJCOSX def2/J DEFGRID3
* xyz 2 1
C 3.3649 1.7736 -3.2098
C 3.8788 1.1597 -2.0719
C 3.0257 0.7672 -1.0261
C 1.6424 0.9138 -1.1691
C 1.1239 1.5247 -2.3201
C 1.9886 1.9823 -3.3254
C 3.7504 0.2484 0.1849
C 3.1933 0.4796 1.6017
N 2.3001 1.6533 1.7619
Sn 0.1825 0.3680 0.4224
C -0.3539 1.7560 -2.5368
P -1.2751 2.0403 -0.9655
H 4.9577 1.0132 -1.9656
H 1.5674 2.4887 -4.1990
H 4.0401 2.1258 -3.9912
H -0.8350 0.8885 -3.0249
H -0.5427 2.6394 -3.1695
H 3.9593 -0.8322 0.0735
H 4.7411 0.7323 0.2034
H 2.6203 -0.3857 1.9553
C -2.9777 1.7717 -1.5336
C -1.0923 3.8031 -0.5308
H 4.0735 0.5746 2.2735
C 2.6779 2.8902 1.0573
C 1.9861 1.8762 3.1833
H -1.5443 -0.9503 1.9563
H 2.7130 3.7090 1.7845
H 3.6337 2.8089 0.5300
H 1.8990 3.1468 0.3328
H 2.4069 2.8373 3.5246
H 0.8961 1.9203 3.3278
H 2.3835 1.0631 3.8134
H -1.7543 4.4096 -1.1686
H -1.3988 3.9172 0.5225
H -0.0491 4.1416 -0.6349
H -3.1871 2.4281 -2.3977
H -3.0858 0.7150 -1.8281
H -3.6714 2.0013 -0.7073
H -1.7768 -0.3132 2.3240
F -1.3410 -4.4786 -1.1844
C -1.3097 -3.2488 -0.6212
F -2.5807 -2.9397 -0.2100
F -0.5359 -3.3182 0.5154
C -0.7582 -2.1357 -1.5713
O -0.3301 -2.4730 -2.6584
O -0.8388 -0.9459 -1.0470
*
```

Computed properties:
HOMO energy (spin up / spin down)   -0.5786 / -0.5786 Ha
Gap between HOMO and LUMO (spin up / spin down)   5.2 / 4.7 eV



Strongest force on any atom (hartree/bohr)
0.0822 0.2270 0.0431 0.0135 0.0634
Electronic energy (a.u.)
-4021.274913 -1572.961234 -1290.004590 -1707.271581 -1645.128653